#1
Density functional theory data (ωB97M-V with the def2-TZVPD basis set) for a structure of composition C2H3N3OS.

Geometry as XYZ:
```
10
C2H3N3OS (ωB97M-V with the def2-TZVPD basis set)
C -0.09 0.43 1.67
C -0.67 -0.36 0.71
H -0.59 -1.64 -2.20
H -0.50 0.93 2.52
H -2.22 -0.38 1.73
N 0.16 -0.30 -0.28
N 1.05 0.98 1.33
N -1.79 -0.93 0.91
O 1.37 0.24 0.12
S 0.07 0.03 -1.94
```

Summary:
* molar mass: 117.133 g mol⁻¹
* 2S+1: 1
* HOMO level: -8.912 eV

---

#2
Density functional theory data (ωB97M-V with the def2-TZVPD basis set) for the molecule C2H3N3OS.

Geometry as XYZ:
```
10
C2H3N3OS (ωB97M-V with the def2-TZVPD basis set)
O 2.18 -0.58 0.07
N 0.95 -0.04 -0.14
C 0.70 1.21 0.00
N -0.60 1.36 -0.04
C -1.08 0.09 -0.07
S -2.71 -0.13 0.06
N -0.11 -0.84 -0.21
H 1.98 -1.51 0.59
H 1.48 1.94 0.01
H -2.80 -1.50 -0.27
```

Summary:
* molar mass: 117.133 g mol⁻¹
* SMILES: On1cnc(S)n1
* 2S+1: 1
* HOMO level: -8.684 eV

---

The structure with the least stability is #1.

---

#1
Density functional theory data (ωB97M-V with the def2-TZVPD basis set) for a cluster of 2 separate species, C2H3ClN in total.

Geometry as XYZ:
```
7
C2H3ClN (ωB97M-V with the def2-TZVPD basis set)
C 1.30 -0.68 0.66
C -0.99 0.22 0.33
N 0.30 -0.19 0.47
Cl -2.05 -0.40 1.57
H 2.34 -1.13 0.82
H -1.03 1.42 0.38
H -1.11 -0.52 -0.94
```

Summary:
* net charge: +1
* molar mass: 76.506 g mol⁻¹
* 2S+1: 1
* HOMO level: -15.954 eV

---

#2
Density functional theory data (ωB97M-V with the def2-TZVPD basis set) for the ion C2H3ClN with charge +1.

Geometry as XYZ:
```
7
C2H3ClN (ωB97M-V with the def2-TZVPD basis set)
N -0.52 0.81 0.43
C 0.10 -0.31 -0.24
C 0.88 -1.24 -0.64
Cl 1.59 -2.40 -1.40
H -1.53 0.46 0.58
H -0.48 1.65 -0.17
H -0.05 1.03 1.44
```

Summary:
* net charge: +1
* molar mass: 76.506 g mol⁻¹
* SMILES: [NH3+]C#CCl
* 2S+1: 1
* HOMO level: -14.755 eV

---

The structure with the least stability is #1.

---

#1
Density functional theory data (ωB97M-V with the def2-TZVPD basis set) for a structure of composition C3H5NO2S.

Geometry as XYZ:
```
12
C3H5NO2S (ωB97M-V with the def2-TZVPD basis set)
C 0.68 -1.32 -0.11
C -0.56 -1.57 -0.53
C 0.55 0.39 0.65
N 1.26 1.38 -0.13
O -2.28 0.07 1.01
O -1.45 0.97 -1.03
S -1.21 0.07 0.01
H 1.65 -1.63 -0.32
H -1.09 -2.46 -0.62
H 0.60 0.33 1.73
H 1.18 2.40 0.33
H 0.65 1.36 -1.00
```

Summary:
* molar mass: 119.145 g mol⁻¹
* 2S+1: 1
* HOMO level: -9.677 eV

---

#2
Density functional theory data (ωB97M-V with the def2-TZVPD basis set) for the molecule C3H5NO2S.

Geometry as XYZ:
```
12
C3H5NO2S (ωB97M-V with the def2-TZVPD basis set)
C -0.94 1.09 0.33
C -0.28 -0.04 -0.28
S 1.81 0.40 -0.12
N 2.95 0.99 -0.78
O 1.85 -0.07 1.30
C -0.38 -1.48 -0.29
O -0.68 -0.69 -1.35
H -0.33 1.29 1.21
H -1.82 0.63 0.68
H -1.39 1.99 -0.28
H 0.52 -2.10 -0.43
H -1.31 -2.00 0.02
```

Summary:
* molar mass: 119.145 g mol⁻¹
* SMILES: C[C@@]1(S(#N)=O)CO1
* 2S+1: 1
* HOMO level: -9.561 eV

---

#3
Density functional theory data (ωB97M-V with the def2-TZVPD basis set) for a cluster of 2 separate species, C3H5NO2S in total.

Geometry as XYZ:
```
12
C3H5NO2S (ωB97M-V with the def2-TZVPD basis set)
C 0.84 -0.08 -0.97
C 0.75 1.24 -0.93
C -0.43 -0.65 -0.55
N 0.49 -1.35 1.79
O -1.90 1.51 -1.14
O -1.10 1.42 1.14
S -0.92 1.06 -0.22
H 1.62 -0.80 -1.28
H 1.14 2.17 -1.27
H -0.57 -1.69 -0.81
H -0.09 -0.56 2.12
H 0.16 -2.27 2.10
```

Summary:
* molar mass: 119.145 g mol⁻¹
* 2S+1: 1
* HOMO level (spin up / spin down): -8.982 / -10.730 eV

---

#4
Density functional theory data (ωB97M-V with the def2-TZVPD basis set) for the molecule C3H5NO2S.

Geometry as XYZ:
```
12
C3H5NO2S (ωB97M-V with the def2-TZVPD basis set)
C -0.76 0.83 -0.78
C -0.30 1.55 0.51
C 0.36 -1.19 -0.49
N -0.48 -0.38 -1.06
O -0.16 -2.12 0.34
O 1.58 -1.40 -0.98
S 0.78 0.67 1.62
H -1.51 1.48 -1.37
H 0.17 2.62 0.32
H -1.11 1.83 1.14
H -0.43 -1.76 1.18
H 1.85 -2.13 -0.43
```

Summary:
* molar mass: 119.145 g mol⁻¹
* 2S+1: 1
* HOMO level: -7.383 eV

---

The structure with the least stability is #3.

---

#1
Density functional theory data (ωB97M-V with the def2-TZVPD basis set) for the molecule C3H5NO2S.

Geometry as XYZ:
```
12
C3H5NO2S (ωB97M-V with the def2-TZVPD basis set)
C 1.47 -1.20 0.51
S 1.05 -0.53 -1.12
C 0.47 1.00 -0.41
O 1.21 1.95 -0.24
N -0.88 1.06 -0.14
C -1.89 0.15 -0.37
O -1.89 -1.08 -0.37
H 1.69 -2.26 0.41
H 0.58 -1.11 1.14
H 2.24 -0.61 1.01
H -1.19 1.99 0.05
H -2.85 0.65 -0.47
```

Summary:
* molar mass: 119.145 g mol⁻¹
* SMILES: CSC(=O)NC=O
* 2S+1: 1
* HOMO level: -9.126 eV

---

#2
Density functional theory data (ωB97M-V with the def2-TZVPD basis set) for a cluster of 3 separate species, C3H5NO2S in total.

Geometry as XYZ:
```
12
C3H5NO2S (ωB97M-V with the def2-TZVPD basis set)
C -1.41 1.21 3.36
C 1.05 -1.62 -1.42
C 1.55 -0.78 -0.52
N -0.38 0.83 3.02
O -2.17 0.59 -1.99
O -0.44 2.02 -1.17
S -1.19 0.79 -0.99
H 0.27 -2.40 -1.13
H 1.61 -1.62 -2.31
H -2.39 1.58 3.47
H 1.16 -0.46 0.45
H 2.33 -0.15 -0.77
```

Summary:
* molar mass: 119.145 g mol⁻¹
* 2S+1: 1
* HOMO level: -10.424 eV

---

#3
Density functional theory data (ωB97M-V with the def2-TZVPD basis set) for the molecule C3H5NO2S.

Geometry as XYZ:
```
12
C3H5NO2S (ωB97M-V with the def2-TZVPD basis set)
C 0.97 1.64 -0.22
C 0.00 1.36 0.62
S -1.46 0.48 0.01
O -1.37 0.17 -1.39
O -2.66 1.04 0.51
N -1.04 -1.14 0.71
C -0.86 -2.05 -0.09
H 2.04 1.88 -0.09
H 0.85 1.26 -1.25
H 0.25 1.45 1.66
H -0.41 -2.89 0.33
H -1.21 -2.14 -1.10
```

Summary:
* molar mass: 119.145 g mol⁻¹
* SMILES: C=CS(=O)(=O)N=C
* 2S+1: 1
* HOMO level: -10.100 eV

---

#4
Density functional theory data (ωB97M-V with the def2-TZVPD basis set) for a cluster of 2 separate species, C3H5NO2S in total.

Geometry as XYZ:
```
12
C3H5NO2S (ωB97M-V with the def2-TZVPD basis set)
C -0.76 -0.20 -0.25
C 0.50 -0.72 0.26
C -1.24 1.21 0.03
N 1.60 -1.33 -0.36
O 2.20 -0.57 -1.08
O 1.95 -2.47 -0.03
S -0.78 -1.42 1.15
H -1.10 -0.61 -1.28
H 1.43 1.55 1.32
H -2.41 1.35 -0.10
H -0.62 1.67 -0.75
H -0.78 1.54 1.08
```

Summary:
* molar mass: 119.145 g mol⁻¹
* 2S+1: 1
* HOMO level (spin up / spin down): -9.118 / -10.271 eV

---

The structure with the least stability is #4.